(1)
A cluster of 2 separate species, C20H47N2O4Si in total. Source: the OMol25 dataset; level of theory: the ωB97M-V functional and the def2-TZVPD basis.

Structure (XYZ):
```
74
Properties=species:S:1:pos:R:3
C 1.875 -1.053 4.191
C 2.009 -0.054 3.064
O 0.729 0.141 2.458
C 0.773 0.608 1.154
O 1.521 1.791 1.095
C 1.051 2.953 0.448
C -0.159 2.823 -0.493
N -0.838 1.482 -0.550
C -0.493 0.788 -1.844
C 0.999 0.518 -2.057
C 1.365 -0.975 -2.237
C 2.702 -1.385 -1.602
C 2.572 -2.257 -0.334
C 2.939 -3.704 -0.607
O 2.086 -4.282 -1.575
C 0.808 -4.639 -1.097
C -0.694 0.700 0.731
C -1.185 -0.741 0.538
C -2.645 -0.909 0.111
C -2.865 -2.283 -0.514
N -4.275 -2.479 -0.875
Si -1.765 1.505 2.165
C -3.284 2.289 1.378
C -2.314 0.238 3.431
C -0.858 2.891 3.052
H 1.526 -2.019 3.836
H 1.237 -0.670 4.983
H 2.867 -1.200 4.620
H 2.378 0.893 3.456
H 2.715 -0.428 2.319
H 1.285 -0.145 0.540
H 1.881 3.351 -0.133
H 0.818 3.700 1.204
H -0.915 3.545 -0.188
H 0.129 3.094 -1.504
H -1.831 1.698 -0.614
H -1.069 -0.124 -1.961
H -0.851 1.470 -2.615
H 1.626 0.950 -1.278
H 1.289 1.028 -2.974
H 0.561 -1.622 -1.887
H 1.444 -1.161 -3.308
H 3.292 -1.933 -2.334
H 3.288 -0.496 -1.361
H 1.549 -2.214 0.047
H 3.215 -1.878 0.463
H 3.948 -3.756 -1.012
H 2.916 -4.298 0.312
H 0.047 -4.206 -1.747
H 0.629 -4.283 -0.079
H 0.699 -5.722 -1.090
H -0.565 -1.227 -0.221
H -0.984 -1.283 1.458
H -3.330 -0.805 0.951
H -2.891 -0.172 -0.659
H -2.532 -3.040 0.200
H -2.270 -2.361 -1.426
H -4.872 -1.858 -0.346
H -4.584 -3.417 -0.664
H -2.979 3.070 0.672
H -3.879 2.795 2.134
H -3.902 1.578 0.832
H -1.594 -0.554 3.610
H -2.470 0.783 4.362
H -3.278 -0.195 3.166
H -1.352 3.004 4.017
H -0.929 3.847 2.534
H 0.188 2.662 3.239
C 1.574 3.105 -5.226
O 0.493 3.967 -4.884
H 2.314 3.192 -4.433
H 1.239 2.064 -5.288
H 2.039 3.387 -6.172
H -0.164 3.917 -5.582
```

* orbital gap: 9.7546 eV
* E_HOMO: -12.0 eV
* LUMO: -2.21 eV
* calculated total energy: -40543.3615 eV
* charge: +1

Mulliken atomic charge list, values in e, 6 entries: -1.38, -0.05, -0.23, -1.07, -0.47, -0.77

(2)
A cluster of 7 separate species, C20H47N6O7 in total at a distorted geometry. Source: the OMol25 dataset; level of theory: the ωB97M-V functional and the def2-TZVPD basis.

Structure (XYZ):
```
80
Properties=species:S:1:pos:R:3
C -0.281 -0.300 0.531
C 0.111 -0.488 -0.948
O -0.931 -0.449 -1.814
H 0.178 -1.088 1.137
H -1.368 -0.331 0.606
H 0.092 0.660 0.910
H 0.549 -1.521 -1.051
H 0.984 0.179 -1.211
C 1.993 1.969 -4.178
O 1.498 2.982 -3.735
N 2.545 1.852 -5.417
C 3.292 0.680 -5.803
C 2.633 3.008 -6.280
H 1.960 1.022 -3.613
H 2.910 0.295 -6.754
H 3.109 -0.124 -5.088
H 4.363 0.881 -5.861
H 1.899 2.951 -7.086
H 2.520 3.922 -5.704
H 3.634 3.054 -6.724
C 0.285 -1.839 6.346
O 0.044 -1.354 7.441
N 0.021 -1.264 5.153
C 0.640 -1.762 3.929
C -0.748 -0.057 5.066
H 0.762 -2.826 6.277
H 1.317 -1.002 3.519
H -0.105 -2.016 3.181
H 1.313 -2.588 4.157
H -1.097 0.224 6.057
H -0.119 0.752 4.684
H -1.622 -0.205 4.428
C -1.762 4.563 3.714
O -1.479 5.543 4.373
N -0.889 3.672 3.207
C -1.324 2.601 2.307
C 0.512 3.736 3.516
H -2.799 4.247 3.499
H -2.406 2.517 2.270
H -0.757 1.721 2.578
H -1.071 2.949 1.300
H 1.120 3.993 2.644
H 0.688 4.471 4.298
H 0.861 2.775 3.910
C 0.454 -5.293 -2.383
O 0.076 -6.455 -2.460
N 0.446 -4.406 -3.383
C 0.975 -3.061 -3.206
C -0.298 -4.598 -4.612
H 0.832 -4.860 -1.442
H 1.598 -3.018 -2.316
H 0.158 -2.341 -3.025
H 1.519 -2.765 -4.104
H -1.117 -3.878 -4.634
H 0.374 -4.444 -5.459
H -0.696 -5.608 -4.663
C -4.862 0.491 1.205
O -4.265 -0.537 1.036
N -6.223 0.627 1.159
C -6.868 1.897 1.230
C -7.078 -0.508 1.037
H -4.357 1.433 1.487
H -7.349 2.136 0.271
H -6.167 2.709 1.420
H -7.630 1.922 2.013
H -7.684 -0.674 1.936
H -7.758 -0.402 0.183
H -6.515 -1.421 0.866
C 3.461 -1.241 0.952
O 2.728 -2.191 0.814
N 4.027 -0.510 -0.041
C 4.954 0.550 0.290
C 3.687 -0.695 -1.421
H 3.805 -0.906 1.949
H 5.132 1.166 -0.591
H 5.955 0.147 0.502
H 4.603 1.176 1.105
H 4.537 -1.243 -1.886
H 2.879 -1.402 -1.573
H 3.589 0.197 -2.032
```

* orbital gap: 4.9481 eV
* relative energy (zero: lowest compared OMol25 entry of this formula, charge and spin): 82.6 kJ/mol
* E_HOMO: -2.6 eV
* LUMO: 2.31 eV
* calculated total energy: -44774.3716 eV
* charge: -1

Mulliken atomic charge list, values in e, 6 entries: -0.60, 1.10, -1.01, -0.06, 0.25, 0.13